[1]
{
  "formula": "C6H8CuMgO6",
  "method": "ωB97M-V/def2-TZVPD",
  "symbols": ["O", "C", "C", "O", "O", "C", "H", "H", "H", "H", "Cu", "Mg", "O", "C", "C", "O", "O", "C", "H", "H", "H", "H"],
  "positions_angstrom": [[0.336, 1.115, 1.387], [-1.638, -2.482, 2.065], [-0.216, 0.038, 1.702], [-1.755, -2.820, 3.257], [-2.212, -1.320, 1.748], [-1.463, -0.395, 0.966], [-0.132, -0.309, 2.753], [0.477, -3.564, 0.462], [-1.126, -0.875, 0.038], [-2.110, 0.478, 0.802], [2.585, 1.427, 1.669], [-1.660, -4.762, 2.522], [2.802, -2.303, 2.892], [3.138, -1.094, 2.392], [2.425, -3.356, 2.011], [3.156, -0.152, 3.221], [3.189, -0.905, 1.154], [1.156, -3.110, 1.198], [2.398, -4.256, 2.637], [3.267, -3.547, 1.333], [1.658, -2.935, 0.223], [0.725, -1.937, 1.638]],
  "atomic_forces_ev_per_a": [[0.17, -2.36, 0.00], [-0.03, -2.30, -0.90], [-0.84, 4.04, 0.94], [-0.45, -0.14, 0.58], [-0.30, 2.06, 0.72], [0.37, -1.27, -0.31], [0.66, -0.59, -0.48], [-1.03, -1.62, 2.26], [-0.30, 0.24, -0.22], [0.37, -0.31, -0.13], [-0.11, -1.64, 0.60], [0.26, 1.09, -0.11], [-0.31, -0.61, 0.38], [-1.48, 1.44, -1.02], [1.01, -1.83, 0.23], [0.19, 0.51, 0.34], [0.29, -0.24, -0.33], [0.32, 5.12, -1.27], [-0.24, 0.33, 0.25], [-0.23, 0.18, 0.03], [0.49, 1.86, 0.22], [1.19, -3.96, -1.75]],
  "mulliken_charge": [-0.6482, 0.2886, -0.0240, -0.5497, -0.3563, -0.1689, 0.5710, 0.5826, 0.2962, 0.3425, 0.6467, 0.3493, -0.3485, 0.9020, -0.6369, -0.7986, -0.7171, -0.4341, 0.2801, 0.3034, 0.1577, -0.0379],
  "spin_multiplicity": 2,
  "total_charge": 0,
  "s2": 0.751,
  "relative_energy_kj_mol": 385.52,
  "homo_lumo_gap_ev": [6.5, 6.9]
}



[2]
{
  "formula": "C5H6F3N2",
  "method": "ωB97M-V/def2-TZVPD",
  "symbols": ["H", "N", "N", "C", "C", "C", "F", "C", "F", "C", "F", "H", "H", "H", "H", "H"],
  "positions_angstrom": [[2.561, 0.148, 1.294], [2.069, 0.721, 0.527], [0.986, 0.471, 0.116], [0.431, 1.108, -1.031], [-0.575, 0.110, -1.682], [-0.616, -1.042, -1.055], [-1.195, -2.162, -1.233], [0.243, -0.771, 0.406], [1.039, -1.712, 0.925], [-1.011, -0.369, 1.477], [-1.427, 0.889, 1.201], [1.267, 1.623, -1.617], [-0.010, 2.071, -0.700], [-1.199, 0.384, -2.565], [-0.603, -0.543, 2.550], [-1.959, -0.926, 1.387]],
  "atomic_forces_ev_per_a": [[-1.71, 0.28, -1.12], [3.71, 1.31, 1.68], [-0.98, -3.21, -0.52], [-0.89, 2.73, -1.95], [0.20, 1.34, -0.99], [3.56, 1.84, 3.20], [-0.72, -0.76, -0.10], [-4.95, -0.93, -0.10], [-0.09, 0.48, -0.28], [1.31, -1.51, 0.82], [0.66, 0.97, 0.17], [-0.79, -1.64, 0.19], [-0.61, -0.71, 0.23], [0.84, -0.18, 0.82], [-0.51, 0.79, -1.69], [0.98, -0.79, -0.37]],
  "mulliken_charge": [0.3454, -0.8353, 0.8788, -0.5561, -0.2941, 0.1362, -0.2133, 0.6268, -0.2901, -0.3130, -0.2581, 0.4017, 0.3479, 0.4023, 0.3016, 0.3193],
  "total_charge": 1,
  "smiles": "[H]/N=[N+]1/CC=C(F)[C@]1(F)CF",
  "relative_energy_kj_mol": 329.64,
  "homo_lumo_gap_ev": 8.7
}



[3]
{
  "formula": "C23H30AsN6O3PtS2",
  "method": "ωB97M-V/def2-TZVPD",
  "symbols": ["Pt", "O", "C", "N", "C", "O", "C", "C", "C", "C", "C", "N", "C", "C", "C", "C", "C", "N", "H", "H", "H", "H", "H", "H", "H", "H", "O", "S", "C", "C", "C", "C", "H", "H", "H", "H", "H", "H", "H", "H", "C", "As", "C", "C", "S", "H", "H", "H", "H", "H", "H", "H", "H", "H", "N", "C", "C", "N", "C", "C", "N", "H", "H", "H", "H", "H"],
  "positions_angstrom": [[0.369, -0.171, 0.702], [3.176, -2.991, 1.487], [2.212, -2.293, 1.422], [2.179, -0.957, 0.992], [3.267, -0.326, 0.381], [4.358, -0.779, 0.218], [2.882, 1.058, -0.060], [3.826, 1.969, -0.490], [3.420, 3.261, -0.784], [2.080, 3.598, -0.620], [1.187, 2.630, -0.212], [1.579, 1.375, 0.042], [0.830, -2.777, 1.777], [0.610, -4.070, 2.198], [-0.686, -4.464, 2.499], [-1.721, -3.545, 2.370], [-1.436, -2.267, 1.935], [-0.178, -1.895, 1.654], [4.856, 1.643, -0.562], [4.138, 4.002, -1.108], [1.734, 4.608, -0.798], [0.144, 2.846, -0.046], [1.462, -4.732, 2.283], [-0.888, -5.474, 2.830], [-2.742, -3.813, 2.601], [-2.214, -1.528, 1.809], [0.459, -1.514, -0.854], [0.789, -1.337, -2.381], [1.722, -2.836, -2.757], [0.693, -3.908, -3.092], [-0.354, -3.209, -3.954], [-0.718, -1.911, -3.226], [2.367, -3.036, -1.901], [2.344, -2.577, -3.618], [0.245, -4.304, -2.179], [1.164, -4.736, -3.620], [-1.242, -3.823, -4.095], [0.051, -2.988, -4.942], [-1.433, -2.069, -2.417], [-1.068, -1.117, -3.883], [-0.976, 2.339, -2.991], [-2.181, 2.134, -1.516], [-3.890, 1.678, -2.238], [-2.389, 3.802, -0.590], [-1.790, 0.441, -0.193], [-1.450, 3.023, -3.697], [-0.832, 1.373, -3.471], [-0.020, 2.747, -2.678], [-4.244, 2.528, -2.823], [-4.588, 1.470, -1.430], [-3.795, 0.803, -2.877], [-2.965, 4.466, -1.237], [-1.433, 4.271, -0.369], [-2.943, 3.627, 0.330], [-2.385, 1.982, 4.775], [-1.204, 1.775, 4.181], [-1.097, 1.059, 2.966], [0.101, 0.872, 2.417], [1.202, 1.349, 3.028], [1.054, 2.064, 4.209], [-0.116, 2.284, 4.769], [-3.248, 1.616, 4.417], [-2.399, 2.470, 5.658], [-1.966, 0.672, 2.460], [2.165, 1.148, 2.591], [1.927, 2.464, 4.711]],
  "atomic_forces_ev_per_a": [[0.60, -0.21, -0.75], [0.01, -0.01, -0.01], [-0.15, 0.09, -0.12], [0.39, -0.11, 0.91], [-0.25, -0.11, -0.01], [0.05, 0.01, -0.02], [0.00, -0.02, -0.06], [0.00, -0.07, 0.06], [-0.04, 0.05, 0.01], [0.08, 0.03, 0.00], [0.05, -0.03, 0.04], [-0.39, 0.23, -0.47], [0.09, 0.07, 0.07], [0.06, 0.06, 0.08], [-0.04, 0.02, 0.00], [0.04, -0.07, 0.08], [0.09, 0.00, 0.07], [-0.80, -0.08, -0.39], [0.00, 0.01, 0.01], [-0.01, 0.00, -0.01], [0.00, -0.01, 0.00], [-0.05, 0.00, 0.02], [-0.01, -0.01, 0.01], [0.00, 0.00, 0.00], [0.00, 0.00, -0.01], [-0.01, 0.02, -0.07], [-0.10, -0.04, -0.16], [0.05, 0.31, 0.17], [0.08, -0.06, 0.00], [-0.05, 0.02, -0.05], [0.03, -0.04, 0.07], [0.01, -0.08, -0.07], [0.04, 0.04, -0.01], [0.01, -0.01, 0.00], [0.01, 0.00, 0.00], [0.03, 0.00, 0.03], [-0.02, 0.04, 0.00], [0.01, 0.00, 0.00], [-0.01, 0.03, 0.03], [-0.03, 0.00, 0.02], [0.03, 0.00, -0.07], [0.01, -0.01, 0.11], [-0.09, -0.07, -0.01], [-0.02, 0.08, 0.02], [-0.34, -0.14, 0.13], [0.01, 0.01, 0.01], [-0.01, -0.01, 0.01], [0.03, 0.01, 0.03], [0.00, 0.00, 0.00], [0.01, 0.02, 0.01], [0.01, 0.00, 0.01], [0.02, 0.00, -0.01], [0.01, 0.00, 0.00], [0.00, -0.02, -0.01], [-0.01, 0.00, -0.03], [-0.06, 0.01, 0.03], [0.05, -0.01, 0.01], [0.64, 0.15, 0.27], [-0.08, -0.02, 0.04], [-0.01, -0.01, 0.00], [0.02, -0.02, 0.04], [0.00, -0.02, 0.02], [0.01, 0.01, -0.01], [-0.02, -0.01, -0.06], [0.00, -0.01, 0.03], [0.01, -0.01, -0.02]],
  "mulliken_charge": [1.1904, -0.5042, -0.1811, -0.1431, -0.2075, -0.5062, 0.8941, -0.8419, -0.5175, -0.7942, -0.6350, 0.4016, 0.7364, -0.7178, -0.4203, -0.8866, -0.0023, 0.3294, 0.6466, 0.5090, 0.5461, 0.5266, 0.6097, 0.5112, 0.4772, 0.4354, -0.5692, 0.3048, -0.8085, -0.5304, -0.8049, -0.4322, 0.3650, 0.5288, 0.2109, 0.4709, 0.3663, 0.3504, 0.2885, 0.3983, -0.8112, 0.6000, -1.0355, -1.0479, -0.4715, 0.4751, 0.1741, 0.3083, 0.4461, 0.4213, 0.3807, 0.4519, 0.3710, 0.4059, -0.3852, 0.2368, 0.1148, 0.3113, -0.0801, -0.4905, -0.5169, 0.1938, 0.2740, 0.2668, 0.3939, 0.4185],
  "total_charge": 3,
  "relative_energy_kj_mol": 29.85,
  "homo_lumo_gap_ev": 7.4
}



[4]
{
  "formula": "C22H23BN9ORbS3",
  "method": "ωB97M-V/def2-TZVPD",
  "symbols": ["Rb", "C", "C", "N", "N", "C", "B", "N", "C", "C", "C", "N", "N", "C", "C", "C", "N", "H", "H", "H", "H", "H", "H", "H", "H", "H", "H", "S", "C", "S", "S", "N", "C", "O", "C", "C", "C", "N", "C", "C", "H", "H", "H", "H", "H", "H", "C", "C", "C", "C", "N", "C", "C", "H", "H", "H", "H", "H", "H", "H"],
  "positions_angstrom": [[-0.743, -0.567, 0.003], [-2.467, -0.106, -3.460], [-3.388, -0.134, -2.400], [-3.300, -1.264, -1.711], [-2.318, -1.984, -2.295], [-1.815, -1.313, -3.354], [-1.882, -3.385, -1.739], [-0.363, -3.358, -1.347], [0.692, -2.962, -2.092], [1.835, -3.091, -1.334], [1.367, -3.599, -0.113], [0.052, -3.763, -0.125], [-2.708, -3.704, -0.496], [-3.563, -4.733, -0.345], [-4.118, -4.648, 0.912], [-3.513, -3.502, 1.464], [-2.672, -2.944, 0.612], [-2.280, 0.680, -4.172], [-4.091, 0.623, -2.092], [-1.031, -1.722, -3.967], [-2.085, -4.235, -2.582], [0.581, -2.598, -3.097], [2.838, -2.818, -1.616], [1.923, -3.827, 0.783], [-3.711, -5.442, -1.142], [-4.842, -5.308, 1.360], [-3.659, -3.064, 2.440], [2.874, 3.850, -1.658], [1.998, 2.522, -1.018], [1.524, 1.202, -2.029], [1.525, 2.528, 0.646], [0.756, 6.148, -0.394], [-0.516, 6.174, 0.031], [-1.080, 7.180, 0.464], [-1.232, 4.863, -0.066], [-2.175, 4.537, 0.907], [-2.736, 3.275, 0.887], [-2.436, 2.353, -0.028], [-1.561, 2.682, -0.974], [-0.927, 3.919, -1.028], [1.308, 6.981, -0.282], [1.255, 5.275, -0.581], [-2.433, 5.248, 1.681], [-3.449, 2.979, 1.650], [-1.324, 1.932, -1.721], [-0.166, 4.083, -1.783], [5.695, 0.129, 3.325], [4.331, -0.262, 2.826], [3.374, -0.826, 3.668], [2.122, -1.119, 3.156], [1.756, -0.891, 1.896], [2.675, -0.357, 1.092], [3.961, -0.041, 1.510], [5.859, -0.217, 4.347], [5.807, 1.214, 3.309], [6.479, -0.288, 2.690], [3.599, -1.022, 4.710], [1.362, -1.555, 3.799], [2.392, -0.152, 0.061], [4.645, 0.424, 0.811]],
  "atomic_forces_ev_per_a": [[0.27, 0.32, 0.14], [-0.03, 0.00, 0.00], [-0.02, -0.04, -0.01], [0.00, 0.07, -0.01], [0.01, -0.06, -0.05], [0.01, -0.01, -0.03], [0.03, 0.00, -0.05], [-0.08, 0.00, 0.01], [0.07, 0.02, 0.02], [-0.03, -0.02, -0.02], [-0.02, -0.04, -0.01], [0.04, -0.02, -0.05], [-0.04, -0.04, 0.01], [0.01, 0.05, 0.00], [0.01, -0.01, 0.05], [-0.02, -0.02, -0.02], [-0.02, -0.04, 0.00], [0.01, 0.00, 0.01], [0.00, 0.01, 0.01], [-0.01, -0.01, 0.00], [0.02, 0.01, 0.02], [-0.01, 0.01, 0.01], [-0.01, 0.01, 0.01], [0.01, 0.00, 0.00], [0.00, 0.00, -0.01], [0.00, 0.00, 0.01], [0.00, 0.00, 0.00], [0.05, 0.06, -0.11], [-0.24, -0.11, 0.35], [0.03, -0.05, 0.00], [0.01, 0.01, -0.22], [-0.17, -0.05, 0.10], [0.04, 0.31, -0.07], [0.06, -0.07, 0.01], [-0.12, -0.21, 0.23], [0.04, 0.04, -0.11], [0.12, 0.07, 0.02], [-0.08, -0.24, -0.20], [-0.21, 0.22, 0.07], [0.05, -0.14, -0.04], [-0.03, 0.00, 0.01], [0.21, -0.01, -0.07], [0.03, 0.04, -0.05], [0.00, -0.01, 0.01], [0.04, -0.01, 0.03], [-0.02, 0.05, 0.00], [0.00, -0.01, -0.01], [-0.08, -0.05, 0.03], [0.11, 0.06, -0.07], [-0.15, -0.01, 0.02], [0.08, -0.16, 0.08], [0.05, 0.10, -0.16], [0.11, 0.01, 0.05], [0.00, 0.00, 0.01], [-0.01, 0.01, 0.00], [-0.01, 0.00, 0.00], [-0.02, -0.01, 0.01], [0.01, 0.00, 0.00], [-0.08, -0.04, 0.04], [-0.05, -0.01, -0.02]],
  "mulliken_charge": [0.5387, -0.5454, -0.3474, -0.7569, 0.7712, -0.5509, -0.1566, 0.7412, -0.5118, -0.3200, -0.4837, -0.7564, 0.5575, -0.4406, -0.6457, -0.4776, -0.2508, 0.4259, 0.4467, 0.4101, -0.1678, 0.2149, 0.4163, 0.4860, 0.3914, 0.3388, 0.3574, -0.5510, -0.0421, -0.4064, -0.3720, -0.1671, 0.1424, -0.7286, 0.7558, -0.4866, -0.5898, -0.2155, -0.1384, -1.0599, 0.1798, -0.0012, 0.4173, 0.3493, 0.4741, 0.8049, -1.3877, 1.1964, -0.5705, -0.6562, 0.1326, -0.4170, -0.6428, 0.3518, 0.2791, 0.3238, 0.2978, 0.3374, 0.3096, 0.3962],
  "total_charge": -2,
  "relative_energy_kj_mol": 81.32,
  "homo_lumo_gap_ev": 4.5
}



| no. | E_tot (a.u.) |
| --- | --- |
| 1 | -2525.23587 |
| 2 | -602.81272 |
| 3 | -4599.27163 |
| 4 | -2663.89919 |